ORCA calculation (wB97M-V/def2-TZVPD) on a cluster of 11 separate species, C31H48F9N5O15 in total in a non-equilibrium geometry.

The maximum force is 2.22 eV Å⁻¹. The value obtained for the energy above the lowest of the compared OMol25 structures with the same formula, charge and spin is 25.9 kJ/mol. As for the structure (SMILES): CCOC(=O)C(F)(F)F.CCOC(=O)C(F)(F)F.CCOC(=O)C(F)(F)F.COC(=O)OC.COC(=O)OC.COC(=O)OC.CC#N.CC#N.CC#N.CC#N.CC#N. The calculation puts the LUMO energy at 0.180 eV. The value obtained for the highest occupied orbital energy is -10.6370 eV. The calculation puts the frontier orbital gap at 10.817 eV.

Positions of all 108 atoms, in Å:
C 1.3904 1.0233 2.7205
C 1.1156 0.7335 4.1778
O 2.3324 1.0465 4.8938
C 2.3829 0.8049 6.1725
O 1.4692 0.7040 6.9339
C 3.8536 0.8385 6.6814
F 3.9420 0.3415 7.8966
F 4.5918 0.0582 5.8795
F 4.3731 2.0501 6.6776
H 2.3224 0.5562 2.4057
H 1.4312 2.0922 2.5080
H 0.6189 0.6455 2.0479
H 0.9100 -0.3282 4.3370
H 0.2514 1.2310 4.6166
C -2.6208 -5.2001 1.6873
C -2.3228 -4.1881 0.6061
O -2.5422 -4.8151 -0.6563
C -2.7114 -4.0642 -1.7307
O -2.7021 -2.8761 -1.7211
C -2.9728 -4.8906 -2.9974
F -4.2255 -4.5847 -3.4088
F -2.1281 -4.5414 -3.9704
F -2.9106 -6.2031 -2.7943
H -3.7079 -5.3012 1.7170
H -2.3247 -4.8727 2.6813
H -2.1799 -6.1805 1.5091
H -1.2826 -3.8497 0.5992
H -2.9257 -3.3017 0.8025
C 3.3165 -2.7571 -2.5386
C 2.7754 -3.7095 -3.5926
O 2.2145 -4.9123 -3.0896
C 1.0263 -4.8634 -2.5041
O 0.3404 -3.8964 -2.4315
C 0.6381 -6.1991 -1.8445
F -0.1098 -6.0390 -0.7682
F -0.0345 -6.9284 -2.7487
F 1.7384 -6.8760 -1.4880
H 4.0942 -2.1171 -2.9440
H 3.6801 -3.3297 -1.6841
H 2.4772 -2.1642 -2.1673
H 3.5962 -4.1109 -4.1968
H 2.1756 -3.2047 -4.3545
C 1.4715 5.9270 -3.4435
O 0.5566 6.7795 -2.7814
C -0.6753 6.3641 -2.5174
O -1.1106 5.2414 -2.6605
O -1.3610 7.4085 -2.0614
C -2.7045 7.2294 -1.6736
H 2.4968 6.1991 -3.2093
H 1.3092 6.0146 -4.5187
H 1.3272 4.8820 -3.1700
H -2.9010 7.8458 -0.7990
H -2.9275 6.2156 -1.3327
H -3.3942 7.4436 -2.4872
C 1.1913 2.5348 -2.3090
O 1.1266 1.5186 -1.3378
C 0.2826 0.5021 -1.4694
O -0.5411 0.3532 -2.3428
O 0.4944 -0.3235 -0.4640
C -0.2674 -1.5584 -0.3997
H 1.3598 2.1258 -3.3046
H 2.0321 3.1930 -2.0997
H 0.3309 3.2022 -2.3769
H -0.2250 -2.0438 -1.3677
H -1.2707 -1.3128 -0.0605
H 0.2415 -2.0660 0.4154
C -3.7527 -0.2699 1.8362
O -4.8410 -0.7306 2.6245
C -4.7898 -1.9586 3.1382
O -3.8632 -2.7115 3.0681
O -5.9301 -2.2707 3.7325
C -7.0291 -1.3739 3.8256
H -3.9903 0.6585 1.3282
H -3.4800 -0.9779 1.0494
H -2.8886 -0.1881 2.4970
H -7.8226 -1.8650 4.3747
H -7.3386 -1.1249 2.8073
H -6.7587 -0.4178 4.2756
C -1.3744 -2.6337 5.2798
C -0.9475 -2.2721 3.9350
N -0.6158 -2.0232 2.8635
H -0.8352 -3.5473 5.5467
H -2.4489 -2.7304 5.3721
H -0.9403 -1.9479 6.0113
C 2.7158 0.7321 -5.4927
C 2.4782 2.1607 -5.6267
N 2.2711 3.2845 -5.7348
H 3.7693 0.5864 -5.2685
H 2.5469 0.2440 -6.4546
H 2.0174 0.3374 -4.7591
C 4.1632 0.1079 -0.1699
C 4.1827 0.5321 -1.5468
N 4.1380 0.8516 -2.6495
H 4.9776 -0.5996 -0.0057
H 3.2291 -0.3668 0.1304
H 4.2928 0.9378 0.5257
C -2.3998 3.2670 -0.7031
C -1.0697 3.4651 -0.1208
N -0.0301 3.6220 0.3368
H -2.4592 3.5495 -1.7519
H -3.1685 3.7891 -0.1388
H -2.5857 2.1913 -0.6511
C 3.5589 4.6484 0.3774
C 4.0573 5.6998 -0.5172
N 4.4498 6.5580 -1.1656
H 3.2245 3.8778 -0.3168
H 2.7254 5.0597 0.9424
H 4.3631 4.3536 1.0464

Mulliken atomic charge list, values in e, 6 entries: -0.618 -0.114 -0.236 0.266 -0.532 0.925

ORCA calculation (wB97M-V/def2-TZVPD) on a structure of composition C3H8BrN2 in a non-equilibrium geometry.

The maximum force is 3.38 eV Å⁻¹. The value obtained for the energy above the lowest of the compared OMol25 structures with the same formula, charge and spin is 205.8 kJ/mol. The calculation puts the LUMO energy at -5.466 eV. The value obtained for the highest occupied orbital energy is -14.0056 eV. The calculation puts the frontier orbital gap at 8.540 eV. The charge is +1.

Positions of all 14 atoms, in Å:
C 0.6875 0.9672 -0.2536
C -0.9509 -1.4583 -0.5158
C 0.3186 0.1181 0.8586
N -0.4310 -0.8921 0.7348
N 0.8111 2.2851 -0.0402
Br 2.7257 -0.3923 0.0611
H -0.1381 -2.0346 -0.8167
H -1.3321 -0.7477 -1.2883
H -1.6348 -2.2531 -0.1306
H 0.3406 0.6211 -1.3259
H 0.5328 0.6673 1.7513
H 1.0409 2.9713 -0.8416
H -0.6630 -1.5863 1.4796
H 1.1721 2.5292 0.8419

Mulliken atomic charge list, values in e, 6 entries: -0.096 -0.935 -0.007 -0.096 -0.367 -0.111

ORCA calculation (wB97M-V/def2-TZVPD) on the molecule C4H8N2O in a non-equilibrium geometry.

The maximum force is 2.04 eV Å⁻¹. The value obtained for the energy above the lowest of the compared OMol25 structures with the same formula, charge and spin is 304.8 kJ/mol. As for the structure (SMILES): C[C@@]1(C(N)=O)CN1. The calculation puts the LUMO energy at 0.745 eV. The value obtained for the highest occupied orbital energy is -9.1884 eV. The calculation puts the frontier orbital gap at 9.933 eV.

Positions of all 15 atoms, in Å:
C 1.1921 -1.0414 -0.0139
C -0.0210 -0.1755 0.2062
C -1.2807 -0.8887 0.1571
N -0.5428 -0.1539 1.5248
C 0.1542 1.2724 -0.0604
O 0.5926 1.9046 0.8822
N -0.2214 1.7433 -1.2669
H 1.0325 -2.0365 0.4228
H 1.3909 -1.1553 -1.0806
H 2.0438 -0.5699 0.4816
H -2.2267 -0.3724 0.0128
H -1.2994 -1.9348 -0.1778
H 0.2315 -0.4647 2.1523
H -0.7751 1.1321 -1.8493
H -0.2704 2.7407 -1.3911

Mulliken atomic charge list, values in e, 6 entries: -1.624 1.210 -0.737 -0.652 0.160 -0.560

ORCA calculation (wB97M-V/def2-TZVPD) on a cluster of 2 separate species, C7H11BrClN3 in total in a non-equilibrium geometry.

The maximum force is 4.10 eV Å⁻¹. The value obtained for the energy above the lowest of the compared OMol25 structures with the same formula, charge and spin is 11.6 kJ/mol. The calculation puts the LUMO energy at 0.698 eV. The value obtained for the highest occupied orbital energy is -9.2916 eV. The calculation puts the frontier orbital gap at 9.990 eV.

Positions of all 23 atoms, in Å:
C -1.5604 -1.9056 -1.5861
C -0.2749 -2.4064 -0.9656
C -1.7585 -0.6495 -0.7653
C 0.5233 -1.2469 -0.5039
C -0.5464 -0.3417 0.1580
C 2.1927 2.9762 1.8470
C 1.9046 1.7412 1.4738
N -1.0436 3.0388 0.7472
N -0.8030 1.9969 0.3682
N -0.2034 1.0238 0.1239
Cl 1.4278 0.4873 2.5313
Br 2.6780 4.3384 0.6099
H -1.4092 -1.7214 -2.6201
H -2.3767 -2.5388 -1.5043
H -0.5475 -2.9524 -0.0693
H 0.2899 -3.1332 -1.5366
H -1.8976 0.1754 -1.4180
H -2.6078 -0.9228 -0.1088
H 1.3774 -1.5669 0.0520
H 1.0053 -0.5807 -1.3020
H -0.3964 -0.6891 1.2256
H 2.0948 3.3341 2.8505
H 1.9315 1.5431 0.3926

Mulliken atomic charge list, values in e, 6 entries: -0.755 -0.690 -0.604 -0.787 0.205 -0.379

ORCA calculation (wB97M-V/def2-TZVPD) on a structure of composition C3H3N2S in a non-equilibrium geometry.

The maximum force is 5.33 eV Å⁻¹. The value obtained for the energy above the lowest of the compared OMol25 structures with the same formula, charge and spin is 550.4 kJ/mol. The calculation puts the LUMO energy at -7.895 eV. The value obtained for the highest occupied orbital energy is -14.9215 eV. The calculation puts the frontier orbital gap at 7.027 eV. The charge is +1.

Positions of all 9 atoms, in Å:
C 0.0365 1.1750 0.4389
C 1.5897 -0.1156 -0.0736
C 0.4667 -0.7606 -0.4654
N 1.3137 1.0311 0.5514
N -0.9422 0.5071 0.0798
S -2.5066 0.3617 -0.4081
H 2.5958 -0.7155 -0.1255
H 0.2922 -1.7431 -0.9264
H -2.8457 0.2600 0.9289

Mulliken atomic charge list, values in e, 6 entries: 0.560 -0.130 0.035 -0.362 -0.143 0.073

ORCA calculation (wB97M-V/def2-TZVPD) on the molecule C2H4O2 in a non-equilibrium geometry.

The maximum force is 6.35 eV Å⁻¹. The value obtained for the energy above the lowest of the compared OMol25 structures with the same formula, charge and spin is 153.7 kJ/mol. As for the structure (SMILES): COC=O. The calculation puts the LUMO energy at 0.935 eV. The value obtained for the highest occupied orbital energy is -11.0190 eV. The calculation puts the frontier orbital gap at 11.954 eV.

Positions of all 8 atoms, in Å:
C -0.9619 -0.3345 0.0238
C 1.2558 0.4649 0.0510
H -1.1177 -0.7909 1.0831
H -1.9143 0.1820 -0.4949
H -0.5745 -1.2295 -0.6450
H 1.6558 1.5458 0.0508
O -0.1017 0.7248 -0.0325
O 1.7585 -0.5627 -0.0362

Mulliken atomic charge list, values in e, 6 entries: -0.511 0.214 0.234 0.202 0.246 0.278